(1)
66
Properties=species:S:1:pos:R:3:nbo_charge:R:1 method="wB97M-V/def2-TZVPD" gap_ev=8.602 e_tot_ev=-106586.091 relative_energy_kj_mol=0.00
Bi 9.3795 8.5674 13.2915 2.304
N 10.9115 5.1480 15.3658 -0.710
C 11.2495 6.4442 16.1046 -0.631
C 11.8559 6.3453 17.4692 -0.664
P 12.3115 7.3663 14.8822 2.377
O 12.7496 8.8038 15.4743 -0.980
O 13.4386 6.4060 14.6407 -1.100
O 11.3941 7.6685 13.6536 -1.243
P 9.6644 7.2626 16.3460 2.419
O 8.8241 6.2473 17.2339 -1.000
O 9.7588 8.6113 17.0028 -1.145
O 8.9641 7.1808 14.9559 -1.222
H 11.8290 4.7964 15.0519 0.471
H 10.4219 5.4527 14.4883 0.487
H 10.3588 4.4433 15.8660 0.452
H 12.8409 5.8023 17.4554 0.254
H 11.1366 5.8517 18.1684 0.231
H 11.9773 7.3522 17.8696 0.277
H 12.6395 9.5017 14.8039 0.535
H 8.4096 6.6223 17.9891 0.530
C 8.0134 13.0564 16.1925 -0.649
C 8.2732 12.1174 15.0240 -0.439
O 8.1074 12.7533 13.7828 -0.760
P 10.0803 11.6760 14.9674 2.358
O 10.8335 13.0727 15.0958 -0.973
O 10.3581 11.0873 16.3889 -1.029
O 10.5452 10.8171 13.8030 -1.183
P 6.9281 10.7379 15.1367 2.394
O 7.1270 10.2119 16.6337 -1.017
O 5.5910 11.3203 15.0269 -1.082
O 7.3747 9.6744 14.1302 -1.271
H 8.4826 14.0210 16.0451 0.223
H 8.4222 12.6487 17.1267 0.228
H 6.9492 13.2175 16.2400 0.247
H 7.6568 12.1094 13.1233 0.518
H 11.4580 13.2190 14.3419 0.522
H 10.1438 10.1139 16.5058 0.537
H 7.8979 9.6570 16.8410 0.511
C 10.8270 8.4734 6.5801 -0.638
C 9.8386 9.1710 7.4409 0.015
C 10.3015 9.9074 8.5245 -0.234
C 9.3901 10.2847 9.5560 -0.112
C 8.0278 10.1120 9.3501 -0.380
C 7.5631 9.5597 8.1285 -0.166
C 8.4548 9.0556 7.2215 -0.220
S 6.8952 10.5829 10.6446 2.310
O 5.6120 10.9076 10.0639 -0.921
O 7.4712 11.6168 11.5067 -0.961
N 6.7743 9.2066 11.6007 -0.933
C 6.2123 7.9372 11.2220 -0.216
C 6.4408 6.7470 12.2786 -0.533
C 7.7899 6.0899 12.2475 0.791
O 7.9270 4.8487 12.3524 -0.621
O 8.8257 6.8985 12.0670 -0.931
H 11.6744 8.0694 7.1670 0.228
H 11.2114 9.1747 5.8319 0.230
H 10.3448 7.6248 6.0656 0.223
H 11.3742 10.1740 8.6082 0.223
H 9.7404 10.7148 10.5322 0.233
H 6.5196 9.5736 7.8599 0.243
H 8.0962 8.5561 6.2900 0.224
H 6.7249 9.4629 12.5937 0.464
H 6.5816 7.5951 10.2355 0.205
H 5.1652 8.1021 10.9556 0.205
H 5.6105 6.0830 11.9502 0.251
H 6.2062 7.1670 13.2808 0.249

(2)
56
Properties=species:S:1:pos:R:3:nbo_charge:R:1 method="wB97M-V/def2-TZVPD" gap_ev=7.255 total_charge=-1 e_tot_ev=-472810.498
C -2.6466 -2.2678 -3.4026 -0.611
C -1.1475 -2.5676 -3.2129 -0.393
C -0.3164 -2.3352 -4.4615 -0.409
C -0.1624 -0.8394 -4.8352 -0.062
O -0.8398 -0.0361 -3.9206 -0.821
P -0.1154 1.4449 -3.4768 1.627
Cl 1.3495 0.2172 -2.2404 -0.578
O -1.1605 1.4710 -2.1383 -0.805
C -0.8696 2.4205 -1.1348 0.219
N -2.0008 3.2686 -0.8631 -0.850
C 0.3037 3.2943 -1.6129 0.081
C 1.5601 3.2928 -0.7673 -0.421
C 1.3690 3.5836 0.7317 -0.489
C 1.1761 2.3446 1.6117 0.286
F 1.2205 1.1802 0.8868 -0.331
Br -0.5340 2.3799 2.5706 0.032
C 2.3024 2.1816 2.6632 0.603
F 3.4745 1.9663 2.0086 -0.322
F 2.0858 1.1098 3.4636 -0.330
Br 2.4912 3.7289 3.8207 0.008
O 0.6274 2.8903 -2.9186 -0.804
H -3.2616 -3.0509 -2.9712 0.182
H -2.8660 -2.2000 -4.4639 0.189
H -2.8825 -1.3147 -2.9473 0.231
H -0.7513 -2.0064 -2.3770 0.234
H -1.0520 -3.6256 -2.9561 0.172
H -0.7315 -2.9034 -5.2914 0.175
H 0.6761 -2.7433 -4.2759 0.196
H -0.5777 -0.6766 -5.8344 0.145
H 0.9008 -0.6109 -4.8649 0.185
H -1.0502 2.1680 -4.2917 -0.175
H 0.8324 1.4582 -4.5310 -0.128
H -0.6441 1.8312 -0.2547 0.165
H -2.8102 2.6975 -0.6771 0.360
H -2.1970 3.8231 -1.6831 0.351
H -0.0837 4.3085 -1.7187 0.159
H 2.1763 4.1081 -1.1404 0.205
H 2.1250 2.3872 -0.9423 0.259
H 2.2621 4.0860 1.0827 0.227
H 0.5199 4.2416 0.8645 0.243
Br 1.7425 -2.4798 8.0042 -0.029
C 1.5300 -2.5153 6.0678 -0.439
C 1.3031 -1.1442 5.4931 -0.464
Br -0.4985 -0.4986 5.8278 -0.010
H 0.7072 -3.1915 5.8621 0.224
H 2.4549 -2.9382 5.6826 0.228
H 1.4023 -1.1662 4.4097 0.253
H 1.9817 -0.4042 5.9028 0.234
Br 0.1567 -1.5784 1.8793 0.034
C -0.5315 -3.1391 2.8048 -0.477
C -1.7064 -3.7446 2.0842 -0.445
Br -3.3209 -2.6883 2.3259 -0.013
H -0.7885 -2.8212 3.8119 0.225
H 0.2926 -3.8498 2.8421 0.220
H -1.9378 -4.7275 2.4886 0.219
H -1.5391 -3.8191 1.0150 0.238

(3)
53
Properties=species:S:1:pos:R:3:nbo_charge:R:1 method="wB97M-V/def2-TZVPD" gap_ev=6.554 e_tot_ev=-107854.158
C 4.0075 -1.1830 1.7035 -0.656
C 4.0615 -0.5693 0.3115 -0.065
O 3.2813 0.6124 0.3012 -0.549
C 3.2272 1.2154 -0.9752 -0.081
C 2.5707 2.5625 -0.8504 -0.082
O 1.1605 2.3966 -0.8206 -0.571
C 0.4842 3.2415 0.0951 -0.079
C -0.9779 2.9136 0.0783 -0.082
O -1.1515 1.8260 0.9641 -0.559
C -2.4534 1.3891 1.2082 0.105
N -2.5111 -0.0722 0.9836 -0.493
C -3.8955 -0.5032 0.5527 -0.279
C -3.8388 -0.5571 -0.9903 -0.260
N -2.4355 -0.1823 -1.3195 -0.422
C -2.0059 -0.8771 -2.5453 0.069
O -0.6413 -0.7028 -2.8655 -0.290
O -0.4600 0.6871 -3.2096 -0.439
C -1.7675 -0.4436 -0.1447 0.764
N -0.5814 -0.9952 -0.0691 -0.530
C 0.1392 -1.2244 1.1759 -0.233
C 0.1351 -2.7038 1.5674 -0.515
C 1.2897 -3.4978 0.9684 0.993
F 2.3524 -3.6604 1.8653 -0.328
F 0.8786 -4.7632 0.5691 -0.323
F 1.8022 -2.8645 -0.1715 -0.348
H 3.4678 -2.1273 1.7151 0.226
H 5.0032 -1.3841 2.0914 0.218
H 3.5315 -0.4848 2.3892 0.222
H 3.6650 -1.2667 -0.4323 0.166
H 5.0956 -0.3432 0.0388 0.167
H 2.6283 0.5963 -1.6555 0.171
H 4.2239 1.2980 -1.4191 0.177
H 2.9009 3.0353 0.0753 0.189
H 2.8623 3.2105 -1.6786 0.182
H 0.6172 4.2834 -0.2063 0.177
H 0.8753 3.0782 1.1000 0.193
H -1.3224 2.6766 -0.9324 0.185
H -1.5396 3.7874 0.4175 0.190
H -2.6588 1.5454 2.2651 0.193
H -3.2051 1.9049 0.6054 0.199
H -4.7006 0.1199 1.0128 0.314
H -4.0066 -1.5141 0.9404 0.197
H -4.0388 -1.6009 -1.2449 0.190
H -4.5939 0.0439 -1.4833 0.275
H -2.1626 -1.9534 -2.4516 0.189
H -2.6097 -0.5163 -3.3765 0.216
H -0.0917 1.1275 -2.4214 0.481
H -0.1255 -1.2637 -0.9338 0.442
H -0.3364 -0.6545 1.9634 0.254
H 1.1513 -0.8483 1.0519 0.249
H 0.1464 -2.7947 2.6500 0.261
H -0.7880 -3.1608 1.2182 0.249
Br -6.6594 1.1612 0.3183 -0.922

(4)
56
Properties=species:S:1:pos:R:3:nbo_charge:R:1 method="wB97M-V/def2-TZVPD" gap_ev="5.627 / 5.627" total_charge=+2 e_tot_ev=-76254.384 relative_energy_kj_mol=128.14
Pt -0.2483 -0.4905 0.9125 0.691
N -2.5848 -0.3823 -3.2031 -0.699
C -2.4845 -1.2681 -1.9760 -0.632
C -3.2465 -2.5659 -2.2042 -0.645
P -3.0974 -0.1753 -0.5837 2.409
O -4.6226 -0.5514 -0.3872 -0.985
O -2.3612 -0.5708 0.6893 -1.158
O -2.9441 1.2082 -1.1072 -1.163
P -0.7024 -1.6083 -1.6385 2.368
O -0.1253 -1.8528 -3.1103 -1.016
O -0.5408 -2.7269 -0.7037 -1.095
O -0.1202 -0.2523 -1.1443 -1.125
H -3.5181 -0.4460 -3.6154 0.442
H -1.8934 -0.6476 -3.9100 0.452
H -2.4600 0.5930 -2.8753 0.482
H -4.3054 -2.3691 -2.3781 0.238
H -3.1522 -3.2000 -1.3247 0.272
H -2.8409 -3.1203 -3.0530 0.235
H -4.8145 -1.1671 0.3322 0.534
H 0.2835 -2.7184 -3.2460 0.544
O -0.0147 2.1316 1.2633 -0.245
N -0.9228 2.7749 0.7723 0.189
C -0.7373 3.4260 -0.4326 -0.075
C -1.7331 4.1840 -0.9487 -0.036
C -3.0144 4.3090 -0.3213 -0.185
C -3.2579 3.6444 0.8156 -0.144
C -2.2445 2.8249 1.4449 -0.124
S -2.4616 1.9640 2.7721 0.427
H 0.2448 3.3027 -0.8606 0.257
H -1.5373 4.7174 -1.8703 0.259
H -3.7754 4.9232 -0.7808 0.264
H -4.2160 3.6831 1.3136 0.270
O -0.5918 -0.8654 3.8693 -0.373
C -0.4467 -0.7521 2.7598 0.633
C 2.7869 -1.0212 3.7062 -0.616
C 2.7497 0.0466 2.6129 -0.758
P 2.0300 -0.4534 1.0218 1.254
C 2.6133 -2.1310 0.6473 -0.759
C 4.1206 -2.3957 0.7481 -0.618
C 2.6237 0.7876 -0.1709 -0.751
C 3.9561 0.4789 -0.8542 -0.609
H 3.2586 -0.6087 4.5965 0.251
H 3.3653 -1.8917 3.4039 0.224
H 1.7980 -1.3658 3.9964 0.209
H 3.7654 0.3792 2.3772 0.256
H 2.2083 0.9405 2.9351 0.253
H 2.2196 -2.3899 -0.3380 0.262
H 2.0604 -2.7651 1.3461 0.262
H 4.6481 -2.0969 -0.1527 0.227
H 4.2848 -3.4628 0.8882 0.248
H 4.5841 -1.8828 1.5902 0.212
H 2.6972 1.7127 0.4081 0.246
H 1.8366 0.9221 -0.9130 0.262
H 4.7731 0.3687 -0.1412 0.221
H 4.2124 1.2993 -1.5231 0.242
H 3.8957 -0.4266 -1.4545 0.215

What did the fourth record say?
56
Properties=species:S:1:pos:R:3:nbo_charge:R:1 method="wB97M-V/def2-TZVPD" gap_ev="5.627 / 5.627" total_charge=+2 e_tot_ev=-76254.384 relative_energy_kj_mol=128.14
Pt -0.2483 -0.4905 0.9125 0.691
N -2.5848 -0.3823 -3.2031 -0.699
C -2.4845 -1.2681 -1.9760 -0.632
C -3.2465 -2.5659 -2.2042 -0.645
P -3.0974 -0.1753 -0.5837 2.409
O -4.6226 -0.5514 -0.3872 -0.985
O -2.3612 -0.5708 0.6893 -1.158
O -2.9441 1.2082 -1.1072 -1.163
P -0.7024 -1.6083 -1.6385 2.368
O -0.1253 -1.8528 -3.1103 -1.016
O -0.5408 -2.7269 -0.7037 -1.095
O -0.1202 -0.2523 -1.1443 -1.125
H -3.5181 -0.4460 -3.6154 0.442
H -1.8934 -0.6476 -3.9100 0.452
H -2.4600 0.5930 -2.8753 0.482
H -4.3054 -2.3691 -2.3781 0.238
H -3.1522 -3.2000 -1.3247 0.272
H -2.8409 -3.1203 -3.0530 0.235
H -4.8145 -1.1671 0.3322 0.534
H 0.2835 -2.7184 -3.2460 0.544
O -0.0147 2.1316 1.2633 -0.245
N -0.9228 2.7749 0.7723 0.189
C -0.7373 3.4260 -0.4326 -0.075
C -1.7331 4.1840 -0.9487 -0.036
C -3.0144 4.3090 -0.3213 -0.185
C -3.2579 3.6444 0.8156 -0.144
C -2.2445 2.8249 1.4449 -0.124
S -2.4616 1.9640 2.7721 0.427
H 0.2448 3.3027 -0.8606 0.257
H -1.5373 4.7174 -1.8703 0.259
H -3.7754 4.9232 -0.7808 0.264
H -4.2160 3.6831 1.3136 0.270
O -0.5918 -0.8654 3.8693 -0.373
C -0.4467 -0.7521 2.7598 0.633
C 2.7869 -1.0212 3.7062 -0.616
C 2.7497 0.0466 2.6129 -0.758
P 2.0300 -0.4534 1.0218 1.254
C 2.6133 -2.1310 0.6473 -0.759
C 4.1206 -2.3957 0.7481 -0.618
C 2.6237 0.7876 -0.1709 -0.751
C 3.9561 0.4789 -0.8542 -0.609
H 3.2586 -0.6087 4.5965 0.251
H 3.3653 -1.8917 3.4039 0.224
H 1.7980 -1.3658 3.9964 0.209
H 3.7654 0.3792 2.3772 0.256
H 2.2083 0.9405 2.9351 0.253
H 2.2196 -2.3899 -0.3380 0.262
H 2.0604 -2.7651 1.3461 0.262
H 4.6481 -2.0969 -0.1527 0.227
H 4.2848 -3.4628 0.8882 0.248
H 4.5841 -1.8828 1.5902 0.212
H 2.6972 1.7127 0.4081 0.246
H 1.8366 0.9221 -0.9130 0.262
H 4.7731 0.3687 -0.1412 0.221
H 4.2124 1.2993 -1.5231 0.242
H 3.8957 -0.4266 -1.4545 0.215